[1]
Computed, not measured: C12H20FNO4S in the gas phase, with the ωB97M-V functional and the def2-TZVPD basis.

CARTESIAN COORDINATES (ANGSTROEM)
C 4.2424 -0.9702 0.1880
C 3.5285 0.3405 -0.1701
C 2.0382 0.2930 0.1099
F 1.4719 -0.6723 -0.7233
C 1.3900 1.6608 -0.1474
O 1.4200 1.9086 -1.5491
C 0.2348 1.4634 -2.0560
O -0.0397 1.4285 -3.2065
O -0.5881 1.0616 -1.0305
C -0.1147 1.7674 0.1228
S -0.7470 3.4998 -0.2067
C -0.6603 1.3070 1.4660
C -2.0930 0.7353 1.4033
C -2.1537 -0.7761 1.7010
C -1.2378 -1.6631 0.8422
N -1.9372 -2.6733 0.0252
C -1.8467 -2.4233 -1.3866
C -2.7360 -1.3564 -1.9902
O -1.0829 -3.0525 -2.0747
H 3.5516 -1.8059 0.2717
H 4.7711 -0.8574 1.1358
H 5.0042 -1.2041 -0.5535
H 3.6596 0.5938 -1.2221
H 3.9502 1.1637 0.4110
H 1.8412 -0.0167 1.1407
H 1.9229 2.3851 0.4703
H 0.0490 4.1944 0.6183
H 0.0332 0.5903 1.9144
H -0.6469 2.1840 2.1093
H -2.6923 1.2285 2.1677
H -2.5147 0.9381 0.4205
H -3.1890 -1.0960 1.5592
H -1.9239 -0.8962 2.7612
H -0.6216 -1.0662 0.1726
H -0.5420 -2.1861 1.5033
H -2.9169 -2.7182 0.2799
H -2.1390 -0.7533 -2.6728
H -3.5154 -1.8562 -2.5656
H -3.1698 -0.7004 -1.2390

Cartesian forces, eV/Å:
0.3 0.3 0.1
-0.1 -0.1 0.1
0.1 0.1 0.0
0.0 0.1 0.1
-0.4 -0.3 0.5
0.0 0.0 0.0
0.2 -0.2 -0.3
0.0 -0.1 0.3
-0.3 0.4 -0.1
0.1 0.4 -0.1
-0.1 0.0 -0.1
0.1 -0.4 -0.2
0.3 -0.4 0.2
0.0 0.4 -0.2
0.2 -0.2 0.2
-0.2 0.0 -0.1
0.4 -0.4 -0.3
0.2 0.0 0.1
-0.2 0.3 0.3
0.0 -0.1 -0.1
-0.1 -0.1 0.1
-0.1 -0.1 0.0
0.0 0.0 0.0
0.0 0.0 0.0
0.1 0.0 0.0
0.2 0.3 -0.5
0.1 -0.2 0.1
-0.1 -0.1 0.0
0.1 0.0 0.0
-0.2 0.1 -0.2
-0.2 0.1 0.0
0.0 0.0 0.1
0.0 -0.2 0.0
0.0 0.1 0.0
0.0 0.0 -0.1
0.0 0.1 0.1
0.0 -0.1 -0.1
-0.1 0.1 0.0
-0.1 -0.1 0.0

As for the SMILES: CC[C@H](F)[C@H]1OC(=O)O[C@@]1(S)CCCCNC(C)=O. For the HOMO-LUMO gap, the calculation gives 0.350 Ha. Its charge is 0.

Atom charges from the Löwdin analysis, given in e for atoms 1 to 5: atom 1 (C): -0.079, atom 2 (C): -0.177, atom 3 (C): -0.276, atom 4 (F): 0.022, atom 5 (C): -0.220

[2]
Computed, not measured: a molecular structure, C35H36As2BrHfN3O10SeTe, with the ωB97M-V functional and the def2-TZVPD basis.

CARTESIAN COORDINATES (ANGSTROEM)
Hf -0.7927 0.5288 0.0256
O -0.8412 2.8803 3.8701
C -2.1885 2.9800 4.0268
C -2.6773 3.8814 4.9628
C -4.0456 4.0190 5.1304
C -4.9353 3.2761 4.3668
C -4.4386 2.3727 3.4406
C -3.0714 2.1973 3.2737
C -2.5428 1.1934 2.2890
O -1.5822 1.7479 1.4422
N -1.8868 0.0248 2.9534
N -0.5992 -0.1118 2.6251
C 0.2644 -0.7141 3.3400
C 1.6505 -0.6915 2.8863
Br 1.9988 0.5893 1.5162
C 2.6615 -1.4210 3.3608
C 2.4909 -2.5078 4.3388
C 3.3389 -2.5895 5.4409
C 3.1780 -3.6042 6.3691
C 2.1800 -4.5541 6.1957
C 1.3492 -4.4917 5.0884
C 1.5036 -3.4738 4.1594
H -0.6680 2.4946 2.9967
H -1.9752 4.4719 5.5338
H -4.4217 4.7280 5.8560
H -6.0015 3.3992 4.4929
H -5.1168 1.7788 2.8390
H -3.3829 0.8046 1.6966
H -2.1441 -0.1429 3.9188
H 0.0390 -1.2030 4.2841
H 3.6635 -1.2252 3.0005
H 4.1215 -1.8539 5.5739
H 3.8328 -3.6572 7.2282
H 2.0599 -5.3492 6.9187
H 0.5878 -5.2438 4.9364
H 0.8831 -3.4446 3.2721
C -2.4070 -0.6678 -3.9946
O -2.3524 -0.7806 -2.5747
C -2.3752 0.2952 -1.7938
O -2.7085 -0.0034 -0.5468
C -1.8626 1.5663 -2.0569
C -0.8021 1.8231 -3.0580
As -0.9438 2.9115 -4.6987
C -2.4495 2.0629 -5.6077
C -1.7769 4.2541 -3.4540
C -2.8848 3.9370 -2.7375
As -2.5481 3.1912 -0.9198
C -0.7981 3.9464 -0.4822
C -4.0903 3.5647 -3.5663
O -4.2177 4.0848 -4.6473
O -5.0757 2.7312 -3.1707
C -5.3612 2.3596 -1.8305
C -0.6765 5.1732 -3.0302
O 0.4912 4.9332 -3.2190
O -1.0008 6.3988 -2.5589
C -2.3351 6.9032 -2.4690
C 0.4434 1.5327 -2.5722
O 0.6173 1.0140 -1.3606
O 1.5518 1.7313 -3.2772
C 2.8111 1.4874 -2.6492
H -2.4027 -1.6922 -4.3554
H -1.5376 -0.1242 -4.3686
H -3.3305 -0.1679 -4.2842
H -2.0067 1.2490 -6.1856
H -2.8806 2.7934 -6.2876
H -3.2352 1.6688 -4.9721
H -0.9248 5.0159 -0.3082
H -0.0341 3.7804 -1.2386
H -0.4968 3.5102 0.4706
H -6.3612 1.9313 -1.8673
H -5.3702 3.2282 -1.1681
H -4.6630 1.6062 -1.4563
H -2.2148 7.9749 -2.3243
H -2.8596 6.4750 -1.6120
H -2.8983 6.7078 -3.3803
H 3.5461 1.6780 -3.4255
H 2.8748 0.4579 -2.2988
H 2.9586 2.1784 -1.8189
Te -0.5868 -2.2980 -0.0505
Se 1.8833 -2.8379 0.2450
C 2.2508 -3.8906 -1.3137
C 3.5846 -4.2491 -1.5016
C 3.9241 -5.0359 -2.5885
N 3.0520 -5.4817 -3.4878
C 1.7868 -5.1305 -3.2985
C 1.3327 -4.3491 -2.2450
H 4.3608 -3.9232 -0.8205
H 4.9605 -5.3171 -2.7406
H 1.0740 -5.4924 -4.0315
H 0.2807 -4.1104 -2.1749

Cartesian forces, eV/Å:
0.5 -0.2 0.5
0.0 0.0 0.0
0.0 0.0 0.0
0.0 -0.1 -0.1
0.0 0.0 0.0
0.0 0.0 0.0
0.0 -0.1 0.0
0.1 0.0 0.1
-0.1 0.0 -0.2
-0.2 0.3 -0.4
-0.1 -0.1 0.1
0.0 -0.2 -0.1
0.0 0.2 -0.2
0.1 -0.2 0.1
0.0 0.1 -0.1
-0.1 0.2 -0.1
0.0 0.1 0.0
0.0 -0.1 0.0
0.0 0.0 0.0
0.0 0.0 0.0
0.0 0.0 0.0
0.0 0.0 0.0
0.0 0.0 0.0
0.0 0.0 0.0
0.0 0.0 0.0
0.0 0.0 0.0
0.0 0.0 0.0
0.1 0.1 0.1
0.1 0.1 0.0
0.0 0.1 0.0
0.0 0.0 0.0
0.0 0.0 0.0
0.0 0.0 0.0
0.0 0.0 0.0
0.0 0.0 0.0
0.0 0.0 0.0
0.2 0.1 0.0
-0.2 0.0 0.3
-0.2 0.5 -0.3
0.1 -0.1 -0.1
0.5 -0.1 0.5
-0.3 0.1 -0.1
0.0 0.1 0.0
0.0 0.0 0.0
0.0 0.1 0.1
0.0 -0.1 -0.1
-0.2 -0.2 -0.4
0.0 0.1 0.1
0.3 0.2 0.0
-0.1 0.0 0.1
0.0 -0.1 -0.2
0.0 0.0 0.1
-0.1 -0.1 -0.1
0.0 0.0 0.1
0.2 -0.1 0.0
0.0 -0.1 0.0
0.2 -0.2 0.2
0.1 0.4 0.2
-0.3 0.0 -0.1
0.0 0.0 0.0
0.0 0.0 0.0
-0.2 -0.1 0.0
0.1 -0.1 0.0
-0.1 0.0 0.0
0.0 0.0 0.0
0.0 0.1 0.0
0.1 0.0 -0.1
0.0 0.0 0.1
0.0 0.1 0.0
0.0 0.0 0.0
0.0 -0.1 0.0
-0.1 0.1 0.0
0.0 0.0 0.0
0.0 0.0 -0.1
0.0 0.0 0.0
0.0 0.0 0.1
0.0 0.0 0.0
0.0 0.0 0.0
0.1 -0.5 0.0
-0.2 0.0 -0.2
0.2 0.0 0.0
0.0 0.0 0.0
0.1 0.0 0.1
0.0 0.0 0.0
-0.1 0.0 0.0
-0.1 0.1 0.1
0.0 0.0 0.0
0.0 0.0 0.0
0.0 0.0 0.0
0.0 0.0 0.0

Its relative energy (zero: lowest compared OMol25 entry of this formula, charge and spin) is 0.000 eV. For the HOMO-LUMO gap, the calculation gives 0.245 Ha. Its charge is 0.

Atom charges from the Löwdin analysis, given in e for atoms 1 to 5: atom 1 (Hf): 1.310, atom 2 (O): 0.062, atom 3 (C): -0.263, atom 4 (C): -0.007, atom 5 (C): -0.080

[3]
Computed, not measured: 2 unconnected molecules or ions with the total composition C6H13NS at a distorted geometry, with the ωB97M-V functional and the def2-TZVPD basis.

CARTESIAN COORDINATES (ANGSTROEM)
C -1.7469 1.4121 -0.2803
C -0.9770 0.1736 -0.7686
C 0.5649 -1.5091 0.5857
C 1.2174 0.9632 0.9129
C 1.9485 -0.2755 -1.2457
C 1.0079 -0.2093 -0.0657
N -1.9918 0.1324 0.2586
S -3.4971 -0.6453 0.0442
H -1.1299 1.9756 0.3703
H -2.5949 1.9041 -0.8489
H -1.2418 -0.3155 -1.6607
H 0.0055 -1.1858 1.3849
H 1.4176 -2.1292 0.8685
H 0.0376 -2.1412 -0.0042
H 2.2520 0.8152 1.2369
H 0.9574 2.0613 0.6313
H 0.7013 0.7627 1.7488
H 2.7127 0.4507 -1.1071
H 1.4541 0.0092 -2.1322
H 2.4080 -1.2756 -1.3281
H -3.5055 -0.9736 1.3995

Cartesian forces, eV/Å:
-0.2 0.0 -2.0
1.7 1.1 2.1
3.6 1.5 0.2
1.7 0.5 -2.9
-0.1 -0.8 1.1
-4.5 1.3 -1.4
0.6 -1.3 0.8
0.3 -0.3 1.5
0.0 1.2 0.5
1.4 -0.5 0.5
0.0 -0.4 -1.3
-1.4 0.0 2.1
0.3 0.2 0.6
-1.9 -1.5 -2.2
0.3 0.8 -0.1
0.9 -2.1 -0.1
-2.3 -0.6 3.1
0.9 0.5 0.1
-0.6 0.0 -1.2
-0.2 0.4 -0.2
-0.5 0.0 -1.3

Its relative energy (zero: lowest compared OMol25 entry of this formula, charge and spin) is 4.763 eV. For the HOMO-LUMO gap, the calculation gives 0.323 Ha. Its charge is 0.

Atom charges from the Löwdin analysis, given in e for atoms 1 to 5: atom 1 (C): -0.202, atom 2 (C): -0.149, atom 3 (C): -0.077, atom 4 (C): -0.070, atom 5 (C): -0.058

Number 1: lowest unoccupied orbital energy 0.010 hartree, DFT total energy -36000.9125 eV. Number 2: lowest unoccupied orbital energy -0.039 hartree, DFT total energy -327488.5543 eV. Number 3: lowest unoccupied orbital energy 0.032 hartree, DFT total energy -18753.5142 eV.